{
  "formula": "C38H35F5NO2",
  "method": "the ωB97M-V functional and the def2-TZVPD basis",
  "energy_ha": -2173.34980,
  "charge": 1,
  "homo_ev": -10.53,
  "species": ["O", "C", "O", "C", "C", "C", "C", "C", "N", "C", "C", "H", "H", "H", "H", "H", "H", "H", "H", "H", "H", "F", "C", "C", "C", "C", "C", "C", "H", "H", "H", "H", "H", "F", "C", "C", "C", "C", "C", "C", "H", "H", "H", "H", "H", "F", "C", "C", "C", "C", "C", "C", "H", "H", "H", "H", "H", "F", "C", "C", "C", "C", "C", "C", "H", "H", "H", "H", "H", "F", "C", "C", "C", "C", "C", "C", "H", "H", "H", "H", "H"],
  "positions_angstrom": [[-1.46509, 0.74425, -1.32991], [-0.94964, -0.17973, -1.87461], [-0.92726, -0.28635, -3.25049], [-0.19087, -1.27896, -1.17747], [1.31106, -1.29717, -1.57215], [1.65283, -2.39387, -2.52726], [1.68850, -3.73100, -2.10573], [1.87893, -4.72919, -3.01378], [2.03517, -4.42565, -4.31672], [2.05936, -3.15954, -4.76198], [1.89029, -2.12700, -3.88184], [-1.45370, -1.04788, -3.53528], [-0.67190, -2.22148, -1.45426], [-0.29845, -1.16842, -0.10472], [1.59328, -0.34562, -2.01680], [1.89981, -1.41520, -0.66326], [1.53692, -3.98110, -1.06603], [1.89588, -5.77424, -2.74749], [2.13552, -5.17929, -4.98311], [2.17603, -3.00222, -5.82287], [1.87527, -1.10701, -4.23492], [2.90948, -0.22159, 1.85623], [1.99271, 0.68864, 2.28763], [2.12518, 1.24060, 3.54285], [1.16994, 2.15997, 3.95372], [0.11538, 2.50507, 3.11774], [0.00822, 1.93219, 1.85849], [0.96033, 1.01578, 1.43664], [2.95089, 0.95775, 4.17927], [1.25156, 2.61082, 4.93355], [-0.62201, 3.22137, 3.45354], [-0.81054, 2.19125, 1.20102], [0.92003, 0.56351, 0.45788], [8.91147, 2.52681, 1.92728], [7.93520, 2.00433, 2.69480], [8.00024, 2.17367, 4.06280], [6.99008, 1.63000, 4.84237], [5.94316, 0.93543, 4.25200], [5.90039, 0.78065, 2.87245], [6.90654, 1.31793, 2.08201], [8.82682, 2.71714, 4.49912], [7.02312, 1.75098, 5.91662], [5.16570, 0.51055, 4.87290], [5.08828, 0.23887, 2.41015], [6.90088, 1.21356, 1.00548], [-2.69247, -1.94211, -4.27763], [-2.38857, -2.16900, -5.58496], [-1.05336, -2.26108, -5.90262], [-0.69726, -2.45945, -7.22940], [-1.68282, -2.56723, -8.20004], [-3.02312, -2.47645, -7.84230], [-3.39319, -2.27348, -6.51989], [-0.32750, -2.17362, -5.10755], [0.34509, -2.52469, -7.51590], [-1.40881, -2.71724, -9.23466], [-3.78961, -2.55510, -8.60036], [-4.42880, -2.18947, -6.21966], [-8.46847, -0.60043, -0.20249], [-7.46697, -1.06842, -0.96806], [-6.44558, -0.20997, -1.32305], [-5.41599, -0.70079, -2.11223], [-5.42022, -2.02444, -2.53235], [-6.46241, -2.86376, -2.15989], [-7.49891, -2.38921, -1.36998], [-6.46597, 0.81735, -0.98657], [-4.60684, -0.04144, -2.39985], [-4.61442, -2.39679, -3.14594], [-6.47291, -3.89517, -2.48661], [-8.32026, -3.02311, -1.06569], [1.03797, 4.82419, 8.67012], [-0.07099, 4.83589, 7.90427], [-0.15938, 5.75451, 6.87769], [-1.30229, 5.75686, 6.09071], [-2.32800, 4.85430, 6.33772], [-2.21192, 3.94435, 7.37976], [-1.07485, 3.92756, 8.17462], [0.65177, 6.44887, 6.70637], [-1.38813, 6.46541, 5.27778], [-3.21672, 4.86207, 5.72139], [-3.01165, 3.24407, 7.57969], [-0.96147, 3.22842, 8.99171]],
  "mulliken_charge": [-0.525, 0.439, -0.353, -0.684, -0.853, 0.369, -0.348, -0.582, 0.043, -0.389, -0.350, 0.260, 0.579, 0.539, 0.626, 0.463, 0.504, 0.419, 0.298, 0.496, 0.323, -0.305, 0.440, -0.102, -0.601, -0.521, -0.564, -0.513, 0.271, 0.472, 0.453, 0.456, 0.419, -0.316, 0.423, -0.527, -0.326, -0.694, 0.001, -0.604, 0.421, 0.373, 0.440, 0.396, 0.410, -0.374, 0.507, 0.298, -0.356, -0.706, -0.468, -0.531, -0.103, 0.284, 0.402, 0.391, 0.512, -0.311, 0.330, -0.571, -0.266, -0.360, -0.501, -0.434, 0.436, 0.385, 0.462, 0.371, 0.432, -0.327, 0.440, -0.490, -0.291, -0.600, -0.267, -0.518, 0.430, 0.386, 0.411, 0.385, 0.437]
}

---

{
  "formula": "C38H35GeN4Se3TcTe",
  "method": "the ωB97M-V functional and the def2-TZVPD basis",
  "energy_ha": -11317.57495,
  "charge": 2,
  "e_above_lowest_kcal_mol": 0.0,
  "homo_ev": [-12.79, -12.80],
  "species": ["Tc", "C", "C", "C", "C", "C", "C", "C", "N", "N", "C", "C", "C", "C", "C", "C", "N", "C", "C", "C", "C", "C", "C", "N", "H", "H", "H", "H", "H", "H", "H", "H", "H", "H", "H", "H", "H", "H", "H", "H", "H", "H", "H", "H", "Se", "Se", "Te", "Se", "C", "Ge", "C", "C", "C", "C", "C", "C", "C", "C", "C", "C", "C", "C", "C", "C", "C", "C", "C", "C", "H", "H", "H", "H", "H", "H", "H", "H", "H", "H", "H", "H", "H", "H", "H"],
  "positions_angstrom": [[1.44727, 0.61048, 1.20069], [4.46982, 0.27055, 0.15085], [4.03963, -0.80641, -0.82269], [2.98050, -1.76927, -0.35184], [3.08883, -3.08457, -0.71506], [2.18336, -4.05383, -0.37324], [1.04889, -3.65741, 0.34025], [1.00169, -2.35107, 0.75953], [1.87942, -1.42236, 0.38752], [3.47841, 1.37295, 0.38990], [3.42264, 2.18019, -0.90321], [2.19061, 1.86069, -1.59745], [1.86887, 2.06120, -2.91469], [0.54513, 1.78154, -3.38148], [-0.39209, 1.28921, -2.48928], [0.06990, 1.04495, -1.21411], [1.26914, 1.29180, -0.80862], [4.05572, 2.14617, 1.49883], [2.93645, 3.13762, 1.96524], [3.21527, 4.34536, 2.55117], [2.14813, 5.21959, 2.74118], [0.85960, 4.83007, 2.38236], [0.68952, 3.57858, 1.86892], [1.70900, 2.68363, 1.70689], [5.40243, 0.77565, -0.18600], [4.73886, -0.13465, 1.15058], [4.95664, -1.37069, -1.09614], [3.69185, -0.33363, -1.76266], [3.85453, -3.39076, -1.41396], [2.23135, -5.04578, -0.79665], [0.24391, -4.39001, 0.53202], [0.13682, -1.99131, 1.29118], [4.35373, 2.07662, -1.49594], [3.37442, 3.23415, -0.65474], [2.64517, 2.43870, -3.54340], [0.37716, 2.09935, -4.40967], [-1.35218, 1.03980, -2.80775], [-1.20718, 1.34668, 0.38541], [4.80065, 2.78071, 1.11391], [4.42202, 1.55533, 2.27715], [4.26344, 4.64703, 2.72334], [2.39215, 6.15083, 3.09947], [0.02860, 5.49956, 2.42317], [-0.31527, 3.32394, 1.65845], [-0.57031, 0.48098, 2.78650], [-0.31801, 0.59470, 4.97158], [2.22231, 1.04209, 5.00082], [2.66103, -0.52521, 3.23023], [-0.62779, 0.52814, 0.04770], [-2.17050, -0.77947, -0.21159], [-1.70794, -2.07466, -1.57176], [-0.51633, -2.15614, -2.24631], [-0.39661, -2.95810, -3.40135], [-1.44489, -3.79907, -3.78467], [-2.60306, -3.73014, -3.03989], [-2.79024, -2.86691, -2.00019], [-2.78830, -1.63119, 1.40444], [-3.55761, -1.04681, 2.45850], [-3.53249, -1.67208, 3.66677], [-2.84862, -2.87921, 3.87235], [-2.35915, -3.59878, 2.76765], [-2.29565, -2.93336, 1.54523], [-3.49320, 0.48899, -0.95826], [-3.99663, 0.27571, -2.21729], [-4.98460, 1.14674, -2.67776], [-5.54166, 2.11978, -1.87055], [-5.03270, 2.34416, -0.59939], [-4.07406, 1.45742, -0.14673], [0.32225, -1.47998, -2.00105], [0.55394, -2.99407, -3.82023], [-1.30143, -4.47356, -4.63518], [-3.42855, -4.37548, -3.28213], [-3.75576, -2.88073, -1.46654], [-4.04983, -0.12717, 2.39696], [-4.05720, -1.14949, 4.46033], [-2.70906, -3.28674, 4.86127], [-1.91139, -4.55998, 2.91954], [-1.85903, -3.44142, 0.69479], [-3.63419, -0.56524, -2.81727], [-5.35233, 1.11599, -3.69181], [-6.25326, 2.79257, -2.37309], [-5.38688, 3.11001, 0.03800], [-3.65512, 1.61649, 0.83096]],
  "mulliken_charge": [-1.860, -1.450, -0.972, 0.385, -0.995, -0.687, -0.812, -0.763, 1.618, 1.221, -1.679, 0.406, -1.113, -1.340, -0.372, -0.017, 1.434, -1.231, 0.620, -1.228, -0.621, -1.132, -0.473, 1.675, 0.474, 0.648, 0.666, 0.231, 0.500, 0.427, 0.429, 0.821, 0.436, 0.502, 0.621, 0.488, 0.875, 1.469, 0.585, 0.590, 0.485, 0.565, 0.557, 0.432, 0.570, -0.173, -0.026, -0.112, -1.360, 1.412, 0.426, 0.398, -0.883, -0.882, -0.477, -0.828, 0.633, -0.789, -0.509, -0.740, -0.796, -0.075, 0.292, 0.126, -0.708, -0.548, -0.945, -0.484, 0.153, 0.535, 0.414, 0.453, 0.428, 0.400, 0.457, 0.457, 0.447, 0.469, 0.374, 0.427, 0.332, 0.484, 0.233]
}

---

{
  "formula": "C38H35N3P2S3Ti",
  "method": "the ωB97M-V functional and the def2-TZVPD basis",
  "energy_ha": -4360.18475,
  "e_above_lowest_kcal_mol": 0.0,
  "homo_ev": -6.57,
  "species": ["Ti", "C", "N", "P", "C", "C", "C", "C", "C", "C", "C", "C", "C", "C", "C", "C", "P", "C", "C", "C", "C", "C", "C", "C", "C", "C", "C", "C", "C", "H", "H", "H", "H", "H", "H", "H", "H", "H", "H", "H", "H", "H", "H", "H", "H", "H", "H", "H", "H", "H", "H", "H", "S", "C", "C", "C", "C", "C", "C", "S", "H", "H", "H", "H", "N", "C", "S", "N", "C", "C", "C", "C", "C", "C", "H", "H", "H", "H", "H", "H", "H", "H"],
  "positions_angstrom": [[-0.38149, -0.33131, -0.27247], [-1.30866, 4.27565, -1.46332], [-1.05709, 2.93884, -0.93911], [0.46256, 2.20829, -0.65782], [1.37848, 2.47011, -2.21549], [1.78982, 3.74285, -2.61439], [2.32163, 3.94117, -3.87865], [2.44817, 2.86905, -4.75404], [2.06590, 1.59698, -4.35644], [1.53729, 1.39375, -3.08978], [1.31533, 3.30037, 0.51293], [0.63967, 4.21097, 1.31882], [1.32890, 4.95118, 2.27027], [2.69524, 4.77622, 2.42975], [3.37392, 3.86013, 1.63561], [2.69021, 3.12531, 0.68079], [-2.11155, 1.61552, -1.09285], [-3.55108, 2.05787, -0.08297], [-4.81769, 1.55310, -0.36852], [-5.87976, 1.80765, 0.48604], [-5.68639, 2.55984, 1.63601], [-4.42464, 3.05544, 1.93479], [-3.36098, 2.80250, 1.08048], [-2.72843, 1.56762, -2.79526], [-2.19268, 0.57873, -3.62074], [-2.54396, 0.52071, -4.96175], [-3.43180, 1.45072, -5.48100], [-3.97386, 2.43616, -4.66457], [-3.62656, 2.49418, -3.32463], [-0.57429, 4.97720, -1.06887], [-2.29996, 4.60845, -1.14800], [-1.25866, 4.29376, -2.55491], [1.70730, 4.57864, -1.92911], [2.64059, 4.93043, -4.18164], [2.86263, 3.02514, -5.74190], [2.19368, 0.75612, -5.02608], [1.29865, 0.39442, -2.74586], [-0.42780, 4.35118, 1.20025], [0.79694, 5.66466, 2.88678], [3.23204, 5.35113, 3.17330], [4.43880, 3.71450, 1.76308], [3.21892, 2.40292, 0.07008], [-4.97155, 0.95089, -1.25508], [-6.86005, 1.41049, 0.25678], [-6.51687, 2.75540, 2.30186], [-4.26762, 3.63747, 2.83399], [-2.37398, 3.18195, 1.31664], [-1.50508, -0.15187, -3.20681], [-2.12870, -0.25167, -5.59580], [-3.70828, 1.40712, -6.52680], [-4.66975, 3.15662, -5.07504], [-4.06077, 3.25277, -2.68371], [1.75870, -0.49716, 0.78772], [2.44072, -2.03982, 0.29461], [3.57983, -2.54874, 0.91886], [4.12663, -3.75511, 0.51643], [3.54052, -4.47008, -0.52242], [2.41468, -3.97021, -1.15383], [1.86093, -2.75182, -0.75990], [0.39009, -2.16572, -1.52680], [4.02574, -1.98854, 1.73172], [5.00630, -4.14077, 1.01632], [3.95683, -5.41901, -0.83607], [1.94168, -4.52488, -1.95485], [-1.25786, -0.01071, 1.79732], [-1.40515, -1.31568, 1.21050], [-2.57687, -1.38054, -0.04948], [-0.95602, -2.35439, 2.05012], [-0.66110, -3.67892, 1.70662], [-1.11716, -4.31777, 0.55603], [-0.75737, -5.63732, 0.31526], [0.05124, -6.33895, 1.19446], [0.50362, -5.70131, 2.34273], [0.14981, -4.39015, 2.59731], [-2.10014, 0.52699, 1.95757], [-0.58953, 0.05124, 2.55363], [-0.34181, -2.01585, 2.77293], [-1.73345, -3.78924, -0.15128], [-1.11478, -6.11517, -0.58886], [0.33049, -7.36390, 0.98844], [1.14204, -6.22529, 3.04297], [0.51516, -3.89650, 3.49208]],
  "mulliken_charge": [-0.134, -1.262, 0.819, 0.924, 0.399, -0.306, -0.798, -0.456, -0.742, -0.339, 0.785, -0.289, -0.831, -0.519, -0.719, -0.540, 0.277, 0.761, -0.491, -0.682, -0.546, -0.643, -0.663, 0.185, -0.447, -0.739, -0.471, -0.740, -0.285, 0.508, 0.368, 0.241, 0.351, 0.418, 0.391, 0.458, 0.283, 0.145, 0.442, 0.395, 0.427, 0.403, 0.477, 0.427, 0.385, 0.449, 0.311, 0.337, 0.470, 0.390, 0.417, 0.423, -0.405, 0.744, -0.612, -0.616, -0.600, -0.792, 0.310, -0.549, 0.422, 0.366, 0.382, 0.447, -0.064, 0.310, -0.316, -0.078, 0.686, -0.323, -0.718, -0.588, -0.590, -0.404, 0.195, 0.239, 0.266, 0.405, 0.381, 0.395, 0.377, 0.304]
}